ORCA calculation (ωB97M-V/def2-TZVPD) on a molecular structure, C4H14BrN4O4Pt in a non-equilibrium geometry.

Geometry as XYZ:
```
28
Properties=species:S:1:pos:R:3:forces:R:3
Pt 0.39852 -1.35038 3.66725 -0.07 0.29 -1.47
Br 0.39937 -0.90739 1.09159 0.04 -0.62 1.33
C 1.64915 -3.54710 -2.15500 0.31 1.34 1.34
O 2.10542 -4.43852 -2.93511 -0.01 -0.71 -1.01
N 0.83003 -3.80602 -1.19351 -2.11 -2.92 0.96
N 2.07443 -2.32758 -2.11456 1.78 2.32 -1.63
H 0.35318 -4.69709 -1.18258 0.05 -0.03 0.31
H 0.73118 -3.19544 -0.39589 -0.13 0.30 0.16
H 1.92648 -1.76800 -1.28585 -0.17 0.13 -0.02
H 2.58725 -1.89041 -2.86718 0.24 -0.17 0.08
C -3.91547 -0.24392 0.76347 -1.43 0.26 -0.21
O -5.10247 -0.32509 1.02278 0.36 -0.20 0.08
N -3.18914 -1.17877 0.11869 0.76 -1.90 -0.88
N -3.15097 0.83699 0.98211 1.03 1.58 0.83
H -2.20064 -1.04386 -0.01106 -0.22 -0.07 -0.08
H -3.61719 -1.93454 -0.39080 -0.21 0.21 0.29
H -3.42459 1.55125 1.63767 -0.19 -0.19 -0.15
H -2.17155 0.77788 0.75569 -0.09 0.37 0.14
C 1.20038 3.70038 0.35513 0.00 0.54 -0.74
C 2.17708 2.54571 0.59628 -1.99 -0.36 0.93
O 2.03664 1.56710 -0.41085 0.61 -0.22 -1.26
O -0.17560 3.32777 0.51614 0.31 -0.60 0.24
H 1.30654 3.99651 -0.69048 0.20 0.07 -0.10
H 1.38414 4.59659 0.94864 0.42 -0.20 0.24
H 1.77036 1.98278 1.44042 0.59 0.71 1.00
H 3.20904 2.85821 0.74783 -0.06 -0.01 -0.20
H 1.42127 0.91901 -0.06153 -0.03 0.10 -0.14
H -0.61283 3.99390 1.05068 0.02 -0.01 -0.02
```
Positions in Å, forces in eV/Å.

Summary:
* frontier orbital gap (spin up / spin down): 6.2 / 2.8 eV
* multiplicity: 3
* charge: +1



ORCA calculation (ωB97M-V/def2-TZVPD) on a single C5H5ClN2O4 molecule in a non-equilibrium geometry.

Geometry as XYZ:
```
17
Properties=species:S:1:pos:R:3:forces:R:3
C 0.33818 -0.42604 -0.92470 0.72 3.37 1.61
C -0.13733 0.33082 0.36720 1.03 -0.79 -2.12
O -1.54966 0.49524 0.26821 -1.48 -1.96 0.62
C -2.43001 -0.54116 0.33695 1.69 -1.34 2.19
O -2.29418 -1.70920 0.64471 0.35 2.42 -0.59
C -3.71034 0.05632 -0.13136 -3.40 -2.00 1.87
Cl -5.31683 -1.08849 0.29022 2.38 1.39 -0.41
C -3.54484 -0.10981 -1.51433 -0.84 0.75 -1.55
N -3.32462 -0.49429 -2.56866 0.15 0.09 -0.60
N -4.15935 1.34039 0.56604 -0.07 0.57 -1.77
O -4.95388 2.01253 -0.06010 0.43 -0.32 0.43
O -3.68685 1.55325 1.64132 -0.04 -0.11 0.47
H -0.19751 -1.28591 -0.88465 -1.30 -2.91 -0.32
H -0.04174 0.21893 -1.68987 0.20 -0.03 -1.06
H 1.41617 -0.61185 -0.98489 -0.35 0.21 0.07
H 0.08145 1.35223 0.40107 1.23 1.48 -0.25
H 0.33526 -0.10567 1.20850 -0.70 -0.82 1.42
```
Positions in Å, forces in eV/Å.

Summary:
* frontier orbital gap: 9.9 eV



ORCA calculation (ωB97M-V/def2-TZVPD) on a single C16H24N2O4 molecule.

Geometry as XYZ:
```
46
Properties=species:S:1:pos:R:3:forces:R:3
C 2.06958 2.92720 -1.48302 0.20 0.36 -0.01
O 1.51777 1.62253 -1.44678 -0.04 -0.55 0.24
C 2.15589 0.75500 -0.57617 -0.09 0.15 0.11
C 2.95999 -0.25822 -1.07299 -0.10 0.18 0.01
C 3.54072 -1.17435 -0.21172 0.05 -0.01 -0.02
C 3.32535 -1.07293 1.15063 -0.01 -0.07 0.00
C 2.53040 -0.06028 1.65913 -0.08 0.25 -0.01
C 1.93990 0.86191 0.80476 0.07 -0.03 -0.25
O 1.19302 1.92592 1.24636 0.33 -0.13 -0.13
C 0.11350 1.67292 2.12092 -0.45 0.00 0.21
C -1.24874 1.73910 1.41111 0.61 0.14 -0.03
O -2.27725 1.66718 2.05693 -0.27 -0.13 0.34
N -1.18330 1.92257 0.08883 0.23 0.18 -0.29
C -2.35534 2.03068 -0.74256 -0.25 -0.11 -0.20
C -2.63076 0.75532 -1.54119 -0.13 0.04 0.34
C -2.89094 -0.44430 -0.62438 0.03 0.11 -0.21
N -1.65062 -1.10044 -0.23957 0.00 -0.13 0.07
C -1.21870 -2.06804 -1.23335 0.31 -0.12 0.10
C 0.12886 -2.65646 -0.82082 -0.12 0.13 -0.34
O 0.05866 -3.27067 0.44480 -0.01 -0.20 0.02
C -0.37847 -2.34551 1.41239 -0.30 0.16 0.21
C -1.74252 -1.75740 1.05356 0.30 -0.16 0.10
H 3.10437 2.90074 -1.83973 -0.07 -0.02 0.00
H 1.45786 3.49323 -2.18339 0.06 0.04 0.03
H 2.03889 3.39942 -0.49767 -0.02 -0.02 -0.07
H 3.10429 -0.32850 -2.14040 -0.01 0.02 -0.12
H 4.15689 -1.96697 -0.60648 0.06 -0.08 -0.04
H 3.77569 -1.78450 1.82531 0.03 -0.07 0.06
H 2.37376 0.02372 2.72470 -0.02 0.04 0.09
H 0.19439 0.69779 2.61084 0.00 0.07 -0.06
H 0.12174 2.44771 2.89498 -0.07 -0.15 -0.12
H -0.28704 1.86130 -0.37885 -0.01 0.02 0.17
H -3.19731 2.24193 -0.07825 0.06 0.05 -0.13
H -2.22051 2.87397 -1.42813 -0.07 -0.02 0.09
H -3.50359 0.92959 -2.17210 0.01 0.03 -0.10
H -1.77680 0.54568 -2.18650 -0.01 -0.03 -0.14
H -3.38446 -0.08902 0.28216 -0.04 -0.03 0.01
H -3.57221 -1.15570 -1.12133 0.01 0.00 0.09
H -1.11318 -1.57238 -2.19989 -0.01 -0.04 -0.06
H -1.95485 -2.88748 -1.33667 0.01 0.07 -0.03
H 0.44063 -3.43441 -1.52021 0.01 0.09 -0.02
H 0.88068 -1.85407 -0.80414 -0.07 -0.10 -0.03
H -0.42917 -2.89069 2.35666 0.00 0.09 0.00
H 0.35747 -1.53152 1.49504 -0.09 -0.07 0.04
H -2.03438 -1.02053 1.80431 -0.04 -0.02 0.03
H -2.49016 -2.57101 1.04290 0.00 0.04 0.03
```
Positions in Å, forces in eV/Å.

Summary:
* frontier orbital gap: 9.2 eV



Energy relative to the best compared isomer or geometry (same formula, charge and spin) for the records above, in order: 102.9; 78.4; 252.8 kJ/mol